Below is a molecular structure, C31H67BaGeN2O10SSi3 in a non-equilibrium geometry, with properties calculated with ωB97M-V with the def2-TZVPD basis set.

XYZ file:
```
116
Properties=species:S:1:pos:R:3:mulliken_charge:R:1
Ba -0.60928 -0.70402 1.41040 1.302
C -5.99304 -0.24579 3.91920 -2.168
C -4.50858 0.17169 3.71184 1.831
C -4.31246 1.65782 3.34523 -1.418
C -3.83836 -0.16293 5.04982 -1.616
O -3.93818 -0.53397 2.68660 0.805
Ge -3.72472 -2.30197 2.31622 -0.833
O -2.91853 -1.84706 0.66579 0.613
C -3.61577 -1.73990 -0.59493 1.830
C -2.65728 -0.90284 -1.46362 -1.358
C -5.06410 -1.10885 -0.46569 -1.818
C -3.65772 -3.13923 -1.21467 -1.897
O -2.03664 -2.46164 2.99401 0.813
C -1.45511 -3.74085 3.40203 1.471
C -2.14241 -4.13523 4.70144 -1.840
C 0.05438 -3.61965 3.65982 -1.543
C -1.64190 -4.81468 2.26716 -1.025
H -6.39580 0.20766 4.74393 0.601
H -6.20660 -1.22373 4.14176 0.534
H -6.66866 -0.05016 3.01966 0.273
H -4.80783 2.42539 3.99437 0.367
H -4.66520 1.79463 2.25813 0.345
H -3.18631 1.85553 3.36447 0.221
H -4.30053 0.15733 5.96107 0.504
H -2.75322 0.14633 4.96501 0.122
H -3.87655 -1.18011 5.24243 0.530
H -2.93439 -0.92308 -2.48424 0.659
H -1.60680 -1.34701 -1.40659 -0.104
H -2.67337 0.19889 -1.14382 -0.094
H -4.93942 -0.08080 -0.26937 0.359
H -5.68226 -1.57848 0.27268 0.400
H -5.71850 -1.15069 -1.31207 0.486
H -2.69771 -3.67701 -1.07910 0.158
H -3.95705 -3.14712 -2.21037 0.504
H -4.29034 -3.88177 -0.79124 0.502
H -1.92117 -3.48928 5.59436 0.265
H -1.71265 -5.07004 5.00633 0.523
H -3.19121 -4.17747 4.49978 0.417
H 0.11609 -2.63178 4.20068 0.378
H 0.74058 -3.62727 2.83414 0.070
H 0.46266 -4.39237 4.33093 0.413
H -2.67762 -4.82168 1.97712 0.382
H -1.37777 -5.76632 2.71445 0.492
H -0.91859 -4.66776 1.45448 -0.214
C -0.06581 0.02605 -4.73934 -0.860
O 0.17498 0.66033 -3.52345 0.488
Si 0.38844 2.37220 -3.27956 -1.017
C -0.55493 2.62779 -1.66945 -0.534
C -0.88996 3.11595 -4.72868 -1.424
C 2.10513 2.81705 -3.50773 1.143
Si 2.55002 4.53467 -3.55999 0.389
C 1.53601 5.73350 -4.53621 -1.371
C 2.96506 5.29438 -1.78320 -1.162
C 4.13104 4.96655 -4.60407 -1.259
Si 3.24844 1.57879 -2.79653 0.272
C 3.93157 0.56889 -4.26883 -1.126
C 2.62877 0.37592 -1.42979 -0.367
C 4.88537 2.33364 -2.15132 -1.363
H -0.96630 -0.68043 -4.62654 0.136
H 0.79294 -0.66794 -4.93359 0.202
H -0.18474 0.70190 -5.66807 0.192
H -1.52662 2.19527 -1.76495 0.308
H -0.71472 3.69124 -1.41033 0.526
H -0.06359 2.18603 -0.75586 -0.056
H -1.77861 2.52589 -4.55240 0.352
H -0.45224 3.08435 -5.74712 0.304
H -1.21823 4.18954 -4.58001 0.362
H 0.52740 5.65612 -4.45070 0.469
H 1.69387 5.49967 -5.57755 0.345
H 1.69262 6.92876 -4.43532 0.210
H 2.38671 5.04173 -0.88953 0.333
H 2.77835 6.37106 -1.95412 0.343
H 3.99766 5.18958 -1.51519 0.342
H 4.06587 4.91588 -5.73285 0.210
H 4.97680 4.44882 -4.19098 0.374
H 4.32418 5.99728 -4.30998 0.322
H 3.19170 -0.19842 -4.77489 0.170
H 4.85629 0.07100 -3.84815 0.257
H 4.19505 1.15545 -5.11093 0.333
H 1.63555 0.06508 -1.58921 -0.078
H 2.63443 0.80390 -0.38291 0.136
H 3.31899 -0.45281 -1.56815 0.088
H 5.73621 1.64888 -1.98156 0.402
H 4.89826 2.65125 -1.11926 0.356
H 5.25296 3.14232 -2.76562 0.213
O -2.22638 1.44111 1.06213 -0.619
H -2.57772 1.77220 1.88485 -0.014
H -1.37134 2.01968 1.04422 0.176
N 7.45131 -0.10865 4.14201 -0.527
C 6.50565 -0.43534 3.55261 -0.120
C 5.17368 -0.57191 2.97135 0.734
C 4.19001 0.39980 3.34888 -1.000
C 2.86730 0.12854 3.12062 -0.132
N 2.44186 -1.01710 2.54893 0.353
C 3.39187 -1.85141 2.18943 -0.041
C 4.76980 -1.70553 2.34748 -0.875
H 4.51834 1.28194 3.87639 0.524
H 2.08654 0.79217 3.43703 0.329
H 3.08391 -2.78162 1.74343 0.158
H 5.38744 -2.51295 2.02462 0.507
C 2.11349 -4.08095 -0.82566 -1.419
C 0.66270 -3.60746 -0.96289 0.439
C 0.20770 -3.35692 -2.42082 -1.182
O 0.40213 -2.49063 -0.15549 0.561
H 2.46574 -4.77275 -1.63006 0.321
H 2.17142 -4.56750 0.11247 0.319
H 2.68039 -3.17957 -0.87861 0.135
H 0.02813 -4.41762 -0.49270 -0.282
H 0.71683 -2.47312 -2.76953 0.082
H -0.87770 -3.12375 -2.35614 0.122
H 0.36768 -4.31740 -2.94378 0.520
O 1.13047 2.32393 4.27193 -0.859
S 0.00696 2.02687 3.34693 0.927
O -0.86358 3.19327 3.20116 -0.767
O -0.68703 0.82873 3.74374 -0.742
O 0.59735 1.72418 2.00973 -0.834
```

Calculated values
orbital gap (spin up / spin down): 4.551 / 1.764 eV
charge: -2
multiplicity: 2
ΔE to the lowest compared entry with this formula, charge and spin: 395.72 kJ/mol
expectation value of S²: 0.758
max |F|: 0.08943 hartree/bohr